A structure of composition C20H34ClFN3O4Zn at a distorted geometry, computed with wB97M-V/def2-TZVPD.

total charge	-1
energy above the lowest of the compared OMol25 structures with the same formula, charge and spin	26.4	kcal per mole
orbital gap	0.1942	Eh
lowest unoccupied orbital energy	0.0773	Ha

The geometry in XYZ format:
```
64
C20H34ClFN3O4Zn wB97M-V/def2-TZVPD
O -1.196 3.408 -1.775
C 0.110 3.528 -1.665
C 0.822 2.935 -2.888
C 1.312 1.643 -2.880
H 1.203 1.032 -1.969
C 1.977 1.146 -4.007
H 2.392 0.139 -3.972
C 2.094 1.940 -5.153
H 2.594 1.545 -6.038
C 1.550 3.233 -5.166
H 1.623 3.857 -6.061
C 0.905 3.726 -4.033
H 0.463 4.725 -4.003
H 0.366 4.621 -1.702
C 0.152 3.885 0.913
C 0.825 3.170 -0.205
H 0.649 4.848 1.116
H 0.189 3.302 1.843
H -0.887 4.096 0.643
C 2.111 2.782 -0.158
C 3.040 3.050 0.978
H 2.571 2.269 -0.997
H 3.588 3.997 0.842
H 3.775 2.241 1.037
H 2.508 3.091 1.937
Zn 1.071 0.090 1.203
Cl 2.910 0.135 2.393
C 1.272 -2.712 2.022
O 0.393 -1.866 1.719
N 1.004 -3.812 2.728
C -0.339 -4.030 3.247
C 2.082 -4.641 3.249
H 2.327 -2.581 1.734
H -1.075 -3.692 2.516
H -0.493 -3.492 4.193
H -0.444 -5.101 3.436
H 2.925 -4.592 2.551
H 1.721 -5.669 3.342
H 2.424 -4.298 4.237
H -1.833 -0.584 -5.092
H -1.769 -2.202 -2.722
C -1.009 -0.098 -4.541
C -0.942 -1.509 -2.505
N -1.196 -0.207 -3.105
H -0.964 0.961 -4.825
C -2.057 0.636 -2.468
O -2.628 0.358 -1.410
H -0.819 -1.393 -1.424
H -2.192 1.608 -2.980
H -0.070 -0.587 -4.819
H -0.020 -1.904 -2.939
H -4.215 0.690 2.830
H -4.871 1.892 1.111
C -3.201 1.101 2.828
C -3.903 2.095 0.643
N -2.871 1.477 1.464
H -2.474 0.366 3.182
C -1.621 1.355 1.030
O -0.704 0.862 1.749
H -3.847 1.659 -0.363
H -1.427 1.723 0.012
H -3.184 1.980 3.488
H -3.750 3.182 0.570
F 0.787 0.024 -0.651
```

Which charges does natural (NBO) predict for the atoms? In e, they are: number 1, O, carries -0.94; number 2, C, carries 0.14; number 3, C, carries -0.01; number 4, C, carries -0.25; number 5, H, carries 0.29; number 6, C, carries -0.23; number 7, H, carries 0.19; number 8, C, carries -0.27; number 9, H, carries 0.19; number 10, C, carries -0.25; number 11, H, carries 0.19; number 12, C, carries -0.21; number 13, H, carries 0.21; number 14, H, carries 0.08; number 15, C, carries -0.69; number 16, C, carries -0.01; number 17, H, carries 0.20; number 18, H, carries 0.21; number 19, H, carries 0.23; number 20, C, carries -0.25; number 21, C, carries -0.66; number 22, H, carries 0.21; number 23, H, carries 0.19; number 24, H, carries 0.22; number 25, H, carries 0.21; number 26, Zn, carries 1.69; number 27, Cl, carries -0.83; number 28, C, carries 0.55; number 29, O, carries -0.72; number 30, N, carries -0.41; number 31, C, carries -0.42; number 32, C, carries -0.40; number 33, H, carries 0.17; number 34, H, carries 0.24; number 35, H, carries 0.20; number 36, H, carries 0.19; number 37, H, carries 0.22; number 38, H, carries 0.20; number 39, H, carries 0.20; number 40, H, carries 0.16; number 41, H, carries 0.16; number 42, C, carries -0.40; number 43, C, carries -0.41; number 44, N, carries -0.43; number 45, H, carries 0.23; number 46, C, carries 0.56; number 47, O, carries -0.69; number 48, H, carries 0.26; number 49, H, carries 0.17; number 50, H, carries 0.20; number 51, H, carries 0.19; number 52, H, carries 0.19; number 53, H, carries 0.18; number 54, C, carries -0.41; number 55, C, carries -0.43; number 56, N, carries -0.40; number 57, H, carries 0.24; number 58, C, carries 0.56; number 59, O, carries -0.83; number 60, H, carries 0.28; number 61, H, carries 0.24; number 62, H, carries 0.19; number 63, H, carries 0.21; number 64, F, carries -0.89